{
  "formula": "C26H22IrN3O4",
  "method": "the ωB97M-V functional and the def2-TZVPD basis",
  "total_charge": 1,
  "max_force_ev_per_a": 3.9,
  "homo_lumo_gap_ha": [0.2230, 0.1949],
  "spin_multiplicity": 6,
  "e_homo_ev": [-9.36, -11.47],
  "elements": ["Ir", "C", "C", "C", "C", "C", "H", "H", "H", "H", "H", "C", "C", "N", "N", "C", "O", "C", "C", "C", "C", "C", "C", "C", "C", "C", "C", "C", "N", "H", "H", "H", "H", "H", "H", "H", "H", "H", "H", "H", "H", "O", "C", "C", "C", "C", "C", "C", "C", "O", "O", "H", "H", "H", "H", "H"],
  "coordinates": [[0.1850, 0.8086, -1.6484], [2.0393, 2.3746, -0.1936], [2.0431, 1.7010, -1.5124], [3.2834, 0.9738, -1.4920], [3.8092, 0.8771, -0.2321], [3.0473, 1.7935, 0.5248], [1.4380, 3.1176, 0.3013], [1.9327, 2.4155, -2.3442], [3.8054, 0.6020, -2.3806], [4.5526, 0.1721, 0.1524], [3.2262, 1.9961, 1.5876], [-2.8671, -1.6337, -3.1741], [-1.7783, -1.0366, -2.2820], [-1.6639, 0.3338, -2.1333], [-2.4630, 1.3245, -2.5196], [-1.9076, 2.5557, -2.3375], [-0.7243, 2.6408, -1.7028], [-2.4898, 3.7151, -3.0413], [-1.7531, 4.8682, -2.9764], [-2.1831, 6.0170, -3.6533], [-3.2386, 5.9848, -4.5343], [-3.9906, 4.7872, -4.5992], [-3.6384, 3.6988, -3.8034], [-0.6116, -1.8106, -1.9224], [-0.5645, -3.1734, -1.6505], [0.6463, -3.8752, -1.3029], [1.7804, -3.1548, -1.3663], [1.7102, -1.7510, -1.4446], [0.5475, -1.1110, -1.6931], [-3.1716, -0.7749, -3.8655], [-3.7293, -1.9870, -2.6050], [-2.4578, -2.4644, -3.7452], [-0.7566, 4.8683, -2.4666], [-1.9048, 7.0336, -3.3469], [-3.5960, 6.8894, -5.0657], [-4.7936, 4.6571, -5.3226], [-4.2276, 2.8016, -3.8533], [-1.5024, -3.7696, -1.6536], [0.5927, -4.9378, -1.1305], [2.8150, -3.5262, -1.3256], [2.5585, -1.1230, -1.3775], [1.8237, -4.8314, 7.0147], [1.1304, -3.8943, 6.4334], [-0.2419, -4.0006, 6.1700], [-0.9931, -2.9060, 5.7941], [-0.4178, -1.6286, 5.6136], [0.9660, -1.5668, 5.7527], [1.7252, -2.6988, 5.8548], [3.2997, -2.5380, 5.7511], [3.8235, -1.5167, 5.3346], [3.8975, -3.6124, 6.1375], [3.2538, -4.2439, 6.5901], [-0.6922, -4.9820, 6.2739], [-2.0310, -3.0860, 5.5025], [-1.0420, -0.7919, 5.1619], [1.4996, -0.5813, 5.7473]],
  "mulliken_spin": [1.2778, 0.2970, -0.0647, 0.4060, 0.0360, 0.1940, 0.0284, -0.0004, 0.0162, -0.0001, 0.0072, -0.0315, 0.4178, 0.2962, 0.1421, 0.1105, 0.1437, -0.0124, 0.0329, -0.0188, 0.0394, -0.0219, 0.0422, 0.1777, 0.1321, 0.0115, 0.1217, 0.0235, 0.1078, 0.0179, 0.0316, 0.0047, 0.0000, -0.0004, 0.0015, -0.0008, 0.0016, 0.0112, 0.0029, 0.0065, 0.0114, 0.3713, 0.0862, 0.1844, -0.1049, 0.3198, -0.0852, 0.2034, -0.0022, 0.0225, 0.0016, -0.0064, 0.0042, -0.0024, 0.0085, -0.0005]
}